Entry 1:
{"formula": "C18H38ClFNbO9P2S", "method": "ωB97M-V/def2-TZVPD", "charge": -1, "fmax_ev_per_a": 4.29, "lumo_energy_ev": 1.02, "elements": ["Nb", "Cl", "S", "P", "P", "F", "O", "O", "O", "O", "O", "O", "O", "O", "O", "C", "C", "C", "C", "C", "C", "C", "C", "C", "C", "C", "C", "C", "C", "C", "C", "C", "C", "H", "H", "H", "H", "H", "H", "H", "H", "H", "H", "H", "H", "H", "H", "H", "H", "H", "H", "H", "H", "H", "H", "H", "H", "H", "H", "H", "H", "H", "H", "H", "H", "H", "H", "H", "H", "H", "H"], "xyz": [[2.134, 1.711, -2.095], [5.344, 0.786, -2.072], [1.737, 3.639, -3.750], [2.512, -0.116, -0.297], [2.872, -2.066, -1.133], [-0.008, 1.401, -5.294], [-5.860, -1.565, 5.305], [1.867, -2.534, -2.376], [4.469, -2.362, -1.620], [-0.819, -0.453, 0.360], [-5.459, -3.724, 5.563], [-1.798, -1.338, 2.134], [2.540, 4.766, -3.165], [2.643, -3.066, -0.017], [0.320, 4.112, -3.758], [4.277, 3.859, -0.337], [-6.462, -0.334, 5.724], [-0.436, 1.012, -3.999], [-5.825, -2.686, 6.050], [0.400, 2.465, -0.867], [0.727, 0.324, -3.156], [-1.541, -0.130, -4.188], [-5.490, 0.504, 6.529], [-1.464, -1.393, 4.540], [2.435, 3.372, -5.425], [3.492, 3.060, -0.840], [3.840, 0.013, -4.381], [-6.158, -2.595, 7.517], [5.160, -0.405, -5.142], [0.660, -1.314, 1.995], [3.992, 1.128, -3.300], [-1.785, -2.184, 3.288], [-0.698, -1.024, 1.414], [-2.171, -0.569, 4.661], [5.885, 0.431, -5.319], [-1.114, -3.033, 3.146], [-6.884, -1.821, 7.757], [-1.714, -0.694, -3.225], [3.730, 0.273, 0.333], [-5.241, -2.430, 8.083], [-5.937, 1.464, 6.792], [3.536, 3.607, -5.358], [-2.526, 0.274, -4.539], [4.513, -2.305, -2.594], [5.237, 4.406, -0.197], [3.096, 0.334, -5.168], [3.382, -0.899, -3.891], [5.689, -1.272, -4.642], [0.496, 3.574, -0.647], [-1.114, -0.907, -4.894], [-4.579, 0.685, 5.956], [1.013, -0.437, 2.540], [1.348, -1.527, 1.174], [0.682, -2.187, 2.645], [1.169, -0.463, -3.820], [4.854, -0.792, -6.159], [-0.604, 2.330, -1.352], [-0.467, -0.951, 4.490], [2.017, 4.104, -6.178], [2.291, 2.333, -5.809], [4.357, 2.065, -3.828], [-1.514, -2.033, 5.423], [2.082, -3.456, -2.627], [-0.945, 1.837, -3.439], [-5.191, -0.001, 7.449], [-6.605, -3.541, 7.826], [-7.399, -0.516, 6.254], [0.177, -0.249, -2.342], [0.351, 1.936, 0.133], [-2.791, -2.598, 3.373], [-6.724, 0.201, 4.809]]}

Entry 2:
{"formula": "C10H18N3O", "method": "ωB97M-V/def2-TZVPD", "e_above_lowest_kj_mol": 416.7, "charge": 1, "fmax_ev_per_a": 6.10, "smiles": "Cc1ccc(N(N)[C@H](O)[NH+](C)C)cc1", "lumo_energy_ev": -2.70, "elements": ["O", "N", "N", "N", "C", "C", "C", "C", "C", "C", "C", "C", "C", "C", "H", "H", "H", "H", "H", "H", "H", "H", "H", "H", "H", "H", "H", "H", "H", "H", "H", "H"], "xyz": [[-2.474, -0.992, 1.465], [-2.196, 0.678, -0.266], [-0.862, -2.424, 0.000], [-0.510, -1.087, 0.126], [-2.899, -0.021, -1.307], [2.509, 1.070, 0.382], [1.889, -1.616, -0.101], [3.542, 0.157, 0.060], [4.902, 0.649, -0.075], [3.186, -1.159, -0.180], [1.171, 0.666, 0.490], [-3.020, 1.762, 0.350], [0.913, -0.669, 0.211], [-1.618, -0.259, 0.792], [-0.977, 0.314, 1.526], [-2.456, -1.945, 1.144], [-3.261, 0.559, -2.164], [-1.418, 1.126, -0.664], [-3.358, 1.348, 1.343], [-0.785, -2.736, -0.896], [4.788, 1.612, -0.432], [1.677, -2.649, -0.353], [-3.871, 2.233, -0.165], [-2.416, -0.862, -1.853], [-0.236, -2.984, 0.562], [5.408, 0.037, -0.999], [-2.338, 2.608, 0.488], [-3.840, -0.410, -0.984], [0.489, 1.491, 0.538], [5.458, 0.665, 0.753], [2.707, 2.175, 0.572], [4.096, -1.737, -0.316]]}

Entry 3:
{"formula": "C3H4N4O", "method": "ωB97M-V/def2-TZVPD", "e_above_lowest_kj_mol": 547.3, "fmax_ev_per_a": 5.97, "lumo_energy_ev": 0.09, "elements": ["O", "N", "N", "N", "N", "C", "C", "C", "H", "H", "H", "H"], "xyz": [[0.008, -1.540, 0.189], [-2.026, -0.453, -0.105], [-0.885, 1.783, 0.250], [2.528, -0.479, 0.046], [0.220, -0.258, 0.357], [1.491, 0.192, -0.081], [-1.301, -1.557, -0.086], [-0.975, 0.526, -0.009], [3.131, 0.557, -0.388], [-1.872, -2.461, 0.279], [-1.788, 2.459, -0.236], [1.468, 1.232, -0.215]]}

Entry 4:
{"formula": "C2H7O2", "method": "ωB97M-V/def2-TZVPD", "e_above_lowest_kj_mol": 171.6, "charge": 1, "fmax_ev_per_a": 4.62, "lumo_energy_ev": -5.93, "elements": ["O", "O", "C", "C", "H", "H", "H", "H", "H", "H", "H"], "xyz": [[0.745, 0.973, -1.309], [1.157, -0.606, 0.989], [-1.119, -0.780, 0.408], [0.021, -0.061, 0.710], [-1.773, -0.039, -0.107], [0.878, 1.899, -1.461], [-1.609, -1.505, 1.116], [-0.025, 1.060, 0.573], [0.925, 0.676, -2.158], [-0.856, -1.334, -0.572], [1.656, -0.283, 1.811]]}

Entry 5:
{"formula": "C5H10NOS", "method": "ωB97M-V/def2-TZVPD", "e_above_lowest_kj_mol": 266.0, "charge": 1, "fmax_ev_per_a": 4.32, "lumo_energy_ev": -4.93, "elements": ["S", "O", "N", "C", "C", "C", "C", "C", "H", "H", "H", "H", "H", "H", "H", "H", "H", "H"], "xyz": [[-0.907, -1.887, 0.544], [-0.161, -1.539, -1.885], [1.510, -1.351, -0.329], [-1.961, 0.518, 1.404], [-0.775, -0.174, 0.587], [0.196, 0.550, 0.112], [0.327, -2.129, -0.717], [0.705, 1.703, -0.384], [-0.907, -2.028, -2.371], [1.570, 2.067, 0.001], [-1.945, 1.489, 0.915], [-0.081, 2.391, -0.144], [0.654, -3.116, -0.982], [2.091, -1.201, -1.115], [2.028, -1.857, 0.428], [-1.839, 0.654, 2.515], [-2.877, -0.058, 1.208], [0.737, 1.727, -1.487]]}

Entry 6:
{"formula": "C13H27N9O10", "method": "ωB97M-V/def2-TZVPD", "fmax_ev_per_a": 2.80, "smiles": "C[N+](=O)[O-].C[N+](=O)[O-].C[N+](=O)[O-].C[N+](=O)[O-].C[N+](=O)[O-].CC#N.CC#N.CC#N.CC#N", "lumo_energy_ev": -0.29, "elements": ["O", "O", "O", "O", "O", "O", "O", "O", "O", "O", "N", "N", "N", "N", "N", "N", "N", "N", "N", "C", "C", "C", "C", "C", "C", "C", "C", "C", "C", "C", "C", "C", "H", "H", "H", "H", "H", "H", "H", "H", "H", "H", "H", "H", "H", "H", "H", "H", "H", "H", "H", "H", "H", "H", "H", "H", "H", "H", "H"], "xyz": [[-0.295, 2.459, 0.762], [1.334, 3.520, 3.276], [3.048, 2.200, -1.406], [-3.716, -2.645, 0.297], [2.406, -4.013, 1.668], [0.876, -3.756, 0.069], [1.099, 2.385, 5.081], [2.238, 3.683, -2.740], [-1.255, 4.344, 1.377], [-3.734, -0.440, 0.112], [2.751, -1.432, -2.533], [2.809, 2.634, -2.530], [0.547, -1.262, 0.939], [1.267, -4.124, 1.177], [-2.494, -0.518, -4.157], [1.280, 2.461, 3.906], [-0.358, 3.677, 0.915], [-4.204, 2.172, 1.911], [-3.582, -1.487, 0.733], [-2.408, -1.495, -3.568], [0.453, -0.665, -0.034], [-3.878, 2.899, -0.562], [-4.109, 2.539, 0.813], [3.275, -2.130, -1.807], [3.903, -3.067, -0.931], [0.217, 0.071, -1.262], [3.083, 1.785, -3.688], [0.260, -4.712, 2.113], [1.534, 1.245, 3.163], [-3.245, -1.450, 2.181], [0.916, 4.423, 0.616], [-2.288, -2.668, -2.684], [1.532, 1.455, 2.100], [-2.167, -1.691, 2.288], [2.463, 0.935, 3.563], [-2.819, 3.099, -0.845], [-3.754, -2.304, 2.610], [-3.511, -0.474, 2.629], [-0.013, -0.526, -2.137], [3.109, 2.454, -4.535], [-1.593, -2.445, -1.864], [-4.105, 1.914, -1.000], [1.672, 3.870, 1.133], [0.804, 5.437, 1.018], [-0.310, -5.456, 1.549], [-1.971, -3.508, -3.235], [1.100, 0.670, -1.443], [-4.571, 3.696, -0.828], [2.229, 1.097, -3.634], [1.062, 4.408, -0.437], [0.703, -5.118, 3.004], [0.696, 0.655, 3.450], [-0.633, 0.785, -1.147], [3.541, -2.931, 0.105], [3.588, -4.079, -1.212], [3.963, 1.200, -3.418], [4.988, -2.898, -0.939], [-0.440, -3.938, 2.419], [-3.293, -2.942, -2.404]]}

Entry 7:
{"formula": "C2H15NO5", "method": "ωB97M-V/def2-TZVPD", "e_above_lowest_kj_mol": 11.1, "fmax_ev_per_a": 2.27, "smiles": "CNCO.O.O.O.O", "lumo_energy_ev": 0.79, "elements": ["O", "O", "O", "O", "O", "N", "C", "C", "H", "H", "H", "H", "H", "H", "H", "H", "H", "H", "H", "H", "H", "H", "H"], "xyz": [[-0.447, -0.375, -1.701], [-2.685, 1.043, -1.638], [2.720, 1.030, 1.098], [2.445, 0.108, -1.692], [-2.382, 0.795, 1.081], [0.260, -0.271, 0.562], [-0.150, -1.114, -0.535], [0.216, -1.022, 1.837], [-1.903, 0.473, -1.766], [0.897, -1.869, 1.759], [1.850, 0.652, 0.851], [2.818, 0.173, -0.839], [0.529, -0.370, 2.627], [-2.731, 1.395, 1.743], [-2.639, 1.084, 0.191], [3.131, 0.159, -2.354], [-1.027, -1.713, -0.263], [-3.302, 0.800, -2.323], [0.653, -1.813, -0.775], [2.525, 1.869, 1.517], [-0.404, 0.489, 0.668], [-0.798, -1.402, 1.992], [0.426, -0.121, -2.041]]}

Entry 8:
{"formula": "C50H48N2O4OsSTe2", "method": "ωB97M-V/def2-TZVPD", "e_above_lowest_kj_mol": 66.0, "charge": 1, "fmax_ev_per_a": 1.84, "s2": 8.78, "multiplicity": 6, "lumo_energy_ev": [-2.59, -4.60], "elements": ["Os", "Te", "Te", "S", "O", "O", "O", "O", "N", "N", "C", "C", "C", "C", "C", "C", "C", "C", "C", "C", "C", "C", "C", "C", "C", "C", "C", "C", "C", "C", "C", "C", "C", "C", "C", "C", "C", "C", "C", "C", "C", "C", "C", "C", "C", "C", "C", "C", "C", "C", "C", "C", "C", "C", "C", "C", "C", "C", "C", "C", "H", "H", "H", "H", "H", "H", "H", "H", "H", "H", "H", "H", "H", "H", "H", "H", "H", "H", "H", "H", "H", "H", "H", "H", "H", "H", "H", "H", "H", "H", "H", "H", "H", "H", "H", "H", "H", "H", "H", "H", "H", "H", "H", "H", "H", "H", "H", "H"], "xyz": [[-0.354, -0.162, -1.352], [2.209, 0.004, 1.216], [-4.062, 1.568, -1.081], [-0.137, -2.358, -1.913], [-4.468, -1.027, -1.205], [1.125, 0.492, -3.292], [-1.400, 0.342, 0.995], [-2.416, -0.443, -1.643], [-0.579, 2.056, -0.884], [1.549, 0.070, -1.186], [4.426, 0.778, -1.830], [-0.502, 2.477, 0.391], [4.618, -0.584, 4.943], [4.683, 0.490, 7.220], [0.107, 3.674, 0.732], [6.125, 0.508, -3.507], [-3.230, 2.188, -5.856], [0.917, -4.730, 1.715], [5.757, 0.827, -2.208], [0.670, -2.399, 2.345], [-7.791, 4.786, -1.060], [2.289, -3.032, 0.643], [3.450, 0.420, -2.757], [-3.013, 3.238, -4.975], [-3.706, 0.974, -5.384], [-3.912, -3.701, -1.037], [4.734, -1.725, 2.730], [-8.064, 3.428, -0.988], [-2.449, -5.537, -1.479], [1.661, -2.043, 1.423], [2.614, 1.134, 4.093], [-0.075, 2.845, -1.849], [-3.955, 0.799, -4.031], [5.158, 0.130, -4.430], [1.542, 2.128, 3.706], [4.132, 0.369, 5.827], [-3.278, -1.355, -1.366], [-6.478, 5.225, -1.141], [-2.890, -2.786, -1.311], [3.084, 0.133, 3.228], [-3.704, -5.061, -1.116], [-1.418, -4.651, -1.711], [-3.725, 1.850, -3.154], [-5.439, 4.308, -1.145], [-3.259, 3.072, -3.621], [0.641, 4.470, -0.267], [1.906, -4.356, 0.813], [-0.009, -1.413, 3.262], [3.132, 1.222, 5.379], [0.538, -6.175, 1.877], [4.123, -0.705, 3.650], [3.825, 0.096, -4.061], [3.362, -2.724, -0.362], [0.308, -3.739, 2.465], [2.017, 0.344, -2.409], [0.535, 4.053, -1.586], [-5.712, 2.946, -1.079], [-7.027, 2.507, -0.999], [-1.122, 1.640, 1.478], [-1.609, -3.267, -1.617], [5.450, -0.133, -5.438], [-0.233, -6.295, 2.637], [4.973, 1.518, 7.437], [-7.245, 1.447, -0.946], [1.565, 2.351, 2.641], [0.369, -1.524, 4.281], [0.161, -6.579, 0.936], [-2.053, 2.126, 1.802], [0.168, 3.974, 1.770], [0.195, -0.389, 2.955], [2.949, -2.174, -1.203], [3.928, 0.197, 7.952], [2.757, 1.994, 6.044], [2.398, -5.122, 0.224], [1.682, 3.060, 4.254], [0.939, 4.644, -2.395], [5.422, -1.240, 5.259], [4.138, 1.031, -0.819], [-3.027, 2.319, -6.911], [-0.430, -5.007, -1.975], [-1.088, -1.591, 3.300], [1.134, 5.400, -0.020], [-4.321, -0.150, -3.661], [-2.642, 4.187, -5.339], [-4.413, 4.660, -1.185], [-4.516, -5.747, -0.921], [4.970, -1.265, 1.769], [7.166, 0.550, -3.799], [-2.277, -6.600, -1.585], [-8.600, 5.504, -1.054], [0.552, 1.743, 3.970], [-0.168, 2.483, -2.864], [6.512, 1.117, -1.489], [-1.471, -0.271, 1.737], [3.801, -3.642, -0.750], [3.060, -0.195, -4.768], [4.152, -2.108, 0.068], [-0.439, 1.610, 2.330], [1.407, -6.765, 2.169], [-9.088, 3.084, -0.921], [-6.257, 6.283, -1.196], [4.051, -2.559, 2.558], [5.555, -0.147, 7.356], [-0.456, -4.011, 3.185], [-4.885, -3.307, -0.779], [5.654, -2.128, 3.151], [-3.075, 3.891, -2.938], [-3.879, 0.156, -6.070]]}

Entry 9:
{"formula": "H12O5S2", "method": "ωB97M-V/def2-TZVPD", "e_above_lowest_kj_mol": 648.9, "fmax_ev_per_a": 4.43, "lumo_energy_ev": -6.08, "elements": ["S", "S", "O", "O", "O", "O", "O", "H", "H", "H", "H", "H", "H", "H", "H", "H", "H", "H", "H"], "xyz": [[-1.944, 0.706, 0.200], [0.705, -1.817, -1.883], [-1.153, -1.462, 2.757], [1.929, 0.613, -0.796], [1.094, -1.310, 1.220], [0.471, 1.703, 1.939], [0.071, 2.439, -1.656], [1.085, -0.475, 0.825], [-0.625, 1.804, -1.641], [0.334, 2.346, 2.637], [-1.709, -0.958, 2.087], [-0.212, -2.245, -2.771], [-1.952, -0.312, -0.677], [0.021, 2.951, -2.506], [-0.221, 1.753, 1.248], [0.986, -1.976, 0.449], [1.446, 1.048, -1.530], [-0.412, -1.723, 2.232], [1.780, -0.307, -1.126]]}

Entry 10:
{"formula": "C16H36O16Zr", "method": "ωB97M-V/def2-TZVPD", "e_above_lowest_kj_mol": 399.2, "fmax_ev_per_a": 5.22, "lumo_energy_ev": 0.55, "elements": ["Zr", "O", "O", "O", "O", "O", "O", "O", "O", "O", "O", "O", "O", "O", "O", "O", "O", "C", "C", "C", "C", "C", "C", "C", "C", "C", "C", "C", "C", "C", "C", "C", "C", "H", "H", "H", "H", "H", "H", "H", "H", "H", "H", "H", "H", "H", "H", "H", "H", "H", "H", "H", "H", "H", "H", "H", "H", "H", "H", "H", "H", "H", "H", "H", "H", "H", "H", "H", "H"], "xyz": [[0.179, 0.192, 0.019], [-2.812, -2.360, 2.763], [0.661, 1.008, 2.082], [1.375, -0.481, -2.064], [4.981, 0.393, 0.014], [-1.339, -0.461, -1.433], [2.742, 0.742, 0.080], [-3.599, -1.299, 0.923], [-4.077, 2.133, 0.413], [-2.971, 2.299, 2.363], [2.686, 0.268, -3.778], [-1.391, -0.956, 1.509], [4.357, 2.431, 0.096], [0.515, 2.125, -0.955], [-1.772, 1.479, 0.586], [2.308, -1.970, -3.620], [1.059, -1.794, 0.516], [-4.173, 2.876, 2.858], [0.395, 3.144, -1.901], [0.783, 0.983, 3.472], [1.928, -3.081, -2.816], [-2.248, -1.116, -2.248], [3.379, 3.429, 0.503], [-2.494, -1.502, 1.739], [-2.837, 1.932, 1.069], [2.010, -0.699, -3.130], [-4.182, 1.877, -0.941], [3.756, 0.019, -4.651], [-1.788, -2.828, 3.644], [1.539, -2.697, 1.456], [4.923, -0.977, -0.112], [-4.788, -2.032, 0.909], [3.873, 1.164, 0.006], [-4.946, 2.141, 2.634], [-4.602, -2.833, 0.193], [2.638, 3.560, -0.285], [4.187, 0.911, -5.106], [-4.943, -2.581, 1.837], [5.902, -1.455, -0.089], [1.022, -2.579, 2.408], [4.617, -0.334, -4.083], [-5.634, -1.364, 0.746], [-3.633, 2.514, -1.634], [1.785, -3.894, -3.527], [-2.772, -1.960, -1.800], [-1.049, -2.042, 3.800], [-4.109, 3.019, 3.937], [3.950, 4.329, 0.733], [1.125, -3.012, -2.082], [4.542, -1.139, -1.120], [1.815, 0.818, 3.784], [0.407, 1.966, 3.756], [4.307, -1.413, 0.675], [3.458, -0.670, -5.442], [-3.797, 0.873, -1.119], [-2.460, -2.953, 4.493], [-5.206, 1.972, -1.301], [2.681, 3.234, 1.317], [-2.961, -0.395, -2.647], [1.482, -3.768, 1.264], [2.766, -3.538, -2.290], [0.164, 0.179, 3.868], [2.603, -2.503, 1.587], [1.145, 2.983, -2.676], [-4.433, 3.861, 2.469], [-1.764, -1.576, -3.110], [-0.518, 3.015, -2.483], [0.524, 4.158, -1.524], [-1.272, -3.767, 3.445]]}

Entry 11:
{"formula": "C3H3F2NO3", "method": "ωB97M-V/def2-TZVPD", "e_above_lowest_kj_mol": 95.9, "fmax_ev_per_a": 4.34, "lumo_energy_ev": -0.38, "elements": ["F", "F", "O", "O", "O", "N", "C", "C", "C", "H", "H", "H"], "xyz": [[0.750, -0.436, 1.650], [1.989, 1.000, 0.443], [2.500, -0.847, -1.107], [-0.316, 1.631, -1.318], [0.721, -1.969, -0.641], [1.496, -1.072, -0.495], [-1.666, 0.347, 0.279], [1.075, 0.030, 0.414], [-0.560, 0.942, -0.402], [-1.362, -0.294, 1.064], [-2.449, 1.035, 0.520], [-2.178, -0.367, -0.409]]}

Entry 12:
{"formula": "C3H6N2O", "method": "ωB97M-V/def2-TZVPD", "e_above_lowest_kj_mol": 440.9, "fmax_ev_per_a": 0.41, "lumo_energy_ev": -0.20, "elements": ["O", "N", "N", "C", "C", "C", "H", "H", "H", "H", "H", "H"], "xyz": [[2.350, 0.372, 0.238], [0.321, 0.634, -1.101], [0.472, -1.116, 0.507], [-0.730, 0.661, -0.269], [-0.917, -0.705, 0.340], [1.163, 0.127, 0.204], [-1.457, -0.652, 1.290], [0.361, 0.871, 1.002], [0.764, -1.802, -0.186], [-1.515, 1.419, -0.284], [0.651, 1.550, -1.393], [-1.464, -1.359, -0.349]]}